Molecular formula: C41H45Br2F9N2O5S
Method: DFT, the ωB97M-V functional and the def2-TZVPD basis

The calculation puts the HOMO energy at -9.12 eV. For the energy above the lowest of the compared OMol25 structures with the same formula, charge and spin, the calculation gives 1270.1 kJ/mol. The electronic energy is -8519.379247 Eh. Its HOMO-LUMO gap is 7.472 eV.

XYZ file:
```
105
Properties=species:S:1:pos:R:3:mulliken_charge:R:1
C -4.45 -2.27 -0.32 -0.4065
O -4.28 -3.49 -1.08 -0.3416
C -3.06 -4.19 -0.69 0.0553
C -2.64 -5.33 -1.76 -0.8003
C -2.54 -4.72 -3.27 -0.5429
C -1.70 -3.35 -3.30 -0.0494
C -1.00 -3.14 -4.76 -0.9203
C -0.13 -1.76 -4.65 -0.1908
C 1.42 -2.03 -4.31 -0.6067
C 1.90 -1.20 -2.99 -0.4965
C 2.45 0.24 -3.37 0.0494
C 3.72 0.32 -4.30 -0.9682
C 4.32 1.71 -4.72 -0.8442
C 3.68 3.08 -4.29 1.0111
C 4.33 4.49 -4.74 -0.3069
Br 4.71 5.65 -3.12 -0.0383
C 5.79 4.26 -5.43 -0.4295
C 6.42 5.65 -5.99 -1.0385
Br 7.07 3.67 -3.97 -0.0792
C 2.39 3.00 -3.40 0.7128
C 1.84 1.60 -2.95 0.0876
C 0.55 1.64 -2.01 0.2660
O -0.42 0.84 -2.08 -0.5962
C 0.54 2.84 -0.93 0.2129
C 0.05 2.70 0.53 -0.0548
C -0.46 1.27 1.10 0.2228
C 0.87 0.46 1.50 -0.9987
C 0.57 -0.92 2.31 0.8422
F 0.24 -1.88 1.29 -0.2096
F -0.57 -0.60 3.15 -0.3011
C 1.90 -1.25 3.13 0.7042
F 2.99 -1.03 2.22 -0.2621
F 2.12 -0.32 4.20 -0.2613
S 2.04 -2.99 3.81 1.1109
F 1.96 -2.38 5.39 -0.3427
F 3.72 -2.76 3.91 -0.3323
F 2.26 -3.69 2.31 -0.2675
F 0.39 -3.25 3.82 -0.2257
F 2.24 -4.50 4.49 -0.2898
C 0.03 3.90 1.53 -0.6755
C 0.54 5.28 1.03 -0.9642
C 1.05 5.47 -0.44 0.5840
C 1.56 6.92 -0.89 -0.3887
O 0.63 7.47 -1.88 -0.1372
O -0.58 7.68 -1.32 -0.4183
C 1.06 4.25 -1.40 0.3576
C 1.59 4.32 -2.90 -0.0667
O 1.41 5.27 -3.70 -0.5368
H -3.49 -1.86 0.15 0.0548
H -4.87 -1.46 -1.03 0.2321
H -5.23 -2.47 0.51 0.2399
H -2.19 -3.48 -0.46 -0.0585
H -3.31 -4.73 0.30 0.3253
H -3.44 -6.15 -1.69 0.3547
H -1.62 -5.72 -1.41 0.2781
H -3.62 -4.45 -3.59 0.2322
H -2.13 -5.54 -3.95 0.3388
H -2.41 -2.47 -3.15 0.2613
H -0.87 -3.40 -2.51 -0.0161
H -0.25 -3.99 -4.95 0.3467
H -1.79 -3.09 -5.59 0.3352
H -0.16 -1.17 -5.63 0.4096
H -0.58 -1.12 -3.80 -0.0096
H 2.11 -1.79 -5.19 0.3390
H 1.55 -3.16 -4.10 0.3622
H 2.78 -1.79 -2.53 0.4383
H 1.08 -1.19 -2.20 0.0127
H 4.20 -0.65 -4.67 0.3539
H 5.24 1.64 -5.40 0.0400
H 3.67 5.08 -5.45 0.5806
H 5.73 3.49 -6.28 0.5141
H 5.58 6.36 -6.28 0.2794
H 7.08 6.09 -5.15 0.3289
H 7.15 5.41 -6.84 0.3130
H -1.14 0.72 0.37 0.3111
H -1.12 1.55 2.01 -0.2175
H 1.41 0.18 0.53 0.2580
H 1.59 1.11 2.10 0.4668
H -0.33 3.75 2.61 0.3632
H 0.53 6.19 1.73 0.2345
H 1.46 7.63 0.03 0.3687
H 2.64 6.95 -1.25 0.0348
H -1.25 7.05 -1.69 0.3347
N -4.37 -4.46 6.08 -0.5516
C -3.40 -3.90 5.34 -0.4924
C -2.05 -4.05 5.60 0.1350
C -1.67 -4.82 6.69 -0.4044
C -2.65 -5.40 7.48 -0.3465
C -3.98 -5.19 7.13 -0.2673
H -3.75 -3.31 4.49 0.6266
H -1.31 -3.58 4.96 0.2902
H -0.62 -4.96 6.93 0.4116
H -2.39 -6.00 8.34 0.3625
H -4.78 -5.63 7.72 0.3566
N -2.92 2.19 4.72 -0.3520
C -2.61 0.90 4.50 -0.0339
C -3.31 -0.17 5.03 -0.5672
C -4.41 0.10 5.83 -0.2211
C -4.75 1.43 6.08 -0.4239
C -3.98 2.42 5.50 -0.3075
H -1.74 0.74 3.86 0.5978
H -3.02 -1.19 4.81 0.1205
H -4.99 -0.70 6.27 0.4551
H -5.60 1.68 6.70 0.3698
H -4.22 3.47 5.66 0.3738
```